Entry from the Open Molecules 2025 dataset: a structure of composition C4H8O2 (ωB97M-V/def2-TZVPD).

Each line ends with the Löwdin charge.
Element x y z (Å)
C1 -1.29 0.02 1.09  -0.1534
H1 -2.73 0.16 -0.47  0.1285
O1 -0.81 0.03 -1.22  -0.1845
O2 -1.76 -0.11 2.15  0.1627
H2 2.78 -0.10 -0.40  0.0799
C2 1.74 -0.41 -0.22  -0.1240
C3 0.87 0.82 -0.17  -0.1056
H3 0.78 1.35 -1.10  0.0862
H4 1.43 -1.07 -1.03  0.0768
H5 -1.93 -1.45 -0.30  0.1294
H6 -0.20 0.54 0.72  0.0730
H7 1.15 1.52 0.62  0.0916
H8 1.72 -0.96 0.72  0.0781
C4 -1.75 -0.36 -0.40  -0.3388

Summary:
HOMO energy: -9.30 eV
energy: -307.5312 Eh
frontier orbital gap: 9.0 eV
energy relative to the best compared isomer or geometry (same formula, charge and spin): 113.73 kcal per mole
LUMO level: -0.3 eV